[1]
{"formula": "C24H26N6O2SV", "method": "ωB97M-V/def2-TZVPD", "elements": ["V", "O", "C", "N", "C", "C", "C", "C", "C", "C", "N", "C", "O", "C", "C", "C", "C", "C", "N", "C", "C", "C", "C", "C", "N", "H", "H", "H", "H", "H", "H", "H", "H", "H", "H", "H", "H", "C", "C", "N", "C", "C", "S", "C", "C", "N", "H", "H", "H", "H", "H", "H", "H", "H", "H", "H", "H", "H", "H", "H"], "coordinates": [[0.298, -0.293, 0.233], [2.378, 3.074, 1.251], [1.933, 2.004, 0.835], [0.784, 1.367, 1.142], [0.031, 1.619, 2.312], [-0.132, 2.837, 2.954], [-0.911, 2.896, 4.111], [-1.505, 1.754, 4.624], [-1.334, 0.516, 4.001], [-0.565, 0.443, 2.845], [-0.277, -0.721, 2.062], [-0.715, -1.960, 2.330], [-1.366, -2.387, 3.281], [-0.308, -2.935, 1.223], [-0.296, -4.293, 1.492], [0.065, -5.170, 0.489], [0.380, -4.661, -0.763], [0.350, -3.296, -0.948], [0.037, -2.422, 0.021], [2.727, 1.125, -0.091], [3.921, 1.529, -0.657], [4.645, 0.659, -1.450], [4.155, -0.639, -1.627], [2.977, -1.001, -1.025], [2.226, -0.146, -0.263], [0.354, 3.714, 2.550], [-1.045, 3.847, 4.615], [-2.104, 1.814, 5.527], [-1.777, -0.380, 4.407], [-0.586, -4.609, 2.485], [0.095, -6.238, 0.672], [0.651, -5.307, -1.589], [0.591, -2.882, -1.921], [4.250, 2.539, -0.442], [5.578, 0.965, -1.907], [4.700, -1.372, -2.209], [2.615, -2.017, -1.107], [-1.472, -0.360, -2.540], [-2.351, -0.755, -1.352], [-1.974, -0.014, -0.138], [-2.676, 1.277, 0.053], [-2.432, 2.356, -0.997], [-0.737, 2.980, -1.196], [-0.253, 2.389, -2.831], [0.513, 1.069, -2.911], [-0.092, -0.028, -2.134], [-1.891, 0.515, -3.019], [-1.495, -1.150, -3.290], [-2.222, -1.811, -1.140], [-3.402, -0.606, -1.612], [-2.226, -0.580, 0.665], [-2.392, 1.653, 1.033], [-3.756, 1.100, 0.069], [-3.026, 3.214, -0.688], [-2.815, 2.062, -1.975], [0.395, 3.164, -3.236], [-1.138, 2.378, -3.469], [1.527, 1.206, -2.535], [0.589, 0.802, -3.970], [0.507, -0.837, -2.253]], "mulliken_spin": [2.562, 0.077, 0.097, -0.156, 0.043, -0.013, 0.002, -0.004, -0.004, 0.007, -0.007, 0.011, 0.030, 0.053, -0.012, 0.030, -0.009, 0.062, -0.076, 0.109, -0.063, 0.112, -0.051, 0.123, -0.031, 0.000, 0.000, -0.001, 0.002, -0.001, 0.002, 0.000, -0.005, -0.002, 0.011, -0.003, 0.004, 0.001, -0.003, -0.005, 0.023, 0.000, 0.007, -0.005, 0.040, 0.029, -0.002, 0.001, 0.002, 0.001, 0.022, -0.009, 0.001, 0.000, -0.001, 0.000, 0.000, 0.000, 0.000, 0.000], "e_above_lowest_kj_mol": 14.94, "mol_weight_da": 513.523, "e_tot_ev": -74871.0723, "e_homo_ev": [-5.6101, -7.0408], "s2": 3.7848, "multiplicity": 4}

[2]
{"formula": "C14H35CoNO9P2SSi", "method": "ωB97M-V/def2-TZVPD", "elements": ["Co", "C", "C", "C", "C", "O", "Si", "S", "O", "C", "C", "C", "C", "O", "C", "C", "C", "C", "H", "H", "H", "H", "H", "H", "H", "H", "H", "H", "H", "H", "H", "H", "H", "H", "H", "H", "H", "H", "H", "H", "H", "H", "H", "H", "H", "N", "C", "C", "P", "O", "O", "O", "P", "O", "O", "O", "H", "H", "H", "H", "H", "H", "H", "H"], "coordinates": [[-0.245, -0.274, 0.209], [-2.159, -3.520, 0.203], [-2.070, -2.637, -1.024], [-3.131, -1.559, -1.054], [-2.061, -3.449, -2.304], [-0.752, -1.910, -0.941], [0.719, -2.398, -1.555], [1.876, -0.787, -0.651], [0.860, -2.331, -3.141], [0.832, -1.288, -4.161], [2.267, -0.854, -4.394], [0.235, -1.932, -5.396], [-0.030, -0.131, -3.674], [1.119, -3.811, -0.928], [2.092, -4.833, -1.322], [3.403, -4.147, -1.672], [1.518, -5.588, -2.507], [2.244, -5.729, -0.110], [-3.120, -4.037, 0.196], [-2.100, -2.921, 1.110], [-1.363, -4.267, 0.209], [-4.098, -2.012, -1.280], [-2.921, -0.824, -1.833], [-3.213, -1.040, -0.102], [-2.998, -4.003, -2.371], [-1.246, -4.179, -2.322], [-1.981, -2.806, -3.182], [2.873, -1.697, -4.728], [2.705, -0.452, -3.478], [2.308, -0.077, -5.158], [0.825, -2.798, -5.695], [0.223, -1.219, -6.221], [-0.789, -2.256, -5.206], [0.409, 0.354, -2.794], [-1.036, -0.471, -3.421], [-0.114, 0.631, -4.450], [3.286, -3.493, -2.540], [4.162, -4.891, -1.916], [3.768, -3.559, -0.827], [1.363, -4.923, -3.358], [0.567, -6.051, -2.240], [2.208, -6.377, -2.809], [2.615, -5.161, 0.744], [2.951, -6.531, -0.326], [1.285, -6.175, 0.155], [-0.716, 3.150, 2.310], [-1.815, 2.119, 2.072], [-3.066, 2.511, 2.847], [-1.045, 0.513, 2.529], [-1.209, 0.537, 4.106], [-1.715, -0.624, 1.805], [0.397, 0.652, 2.071], [-2.152, 2.116, 0.228], [-1.973, 3.707, 0.006], [-3.509, 1.637, -0.044], [-0.920, 1.461, -0.386], [-0.642, 3.389, 3.301], [-0.919, 3.995, 1.767], [0.181, 2.742, 2.012], [-2.877, 2.529, 3.922], [-3.847, 1.783, 2.639], [-3.434, 3.486, 2.524], [-1.010, -0.293, 4.561], [-2.619, 4.077, -0.609]], "mulliken_spin": [2.822, -0.002, -0.007, -0.002, 0.003, 0.028, -0.068, 0.983, 0.030, 0.028, -0.001, 0.000, 0.012, 0.013, -0.010, 0.006, 0.002, -0.002, 0.000, 0.000, 0.000, 0.000, 0.000, 0.003, 0.002, -0.001, -0.001, 0.000, 0.000, 0.000, 0.000, 0.002, -0.002, 0.008, -0.001, 0.000, -0.001, 0.000, 0.001, 0.000, 0.000, 0.000, 0.000, 0.000, 0.000, 0.001, 0.004, 0.000, -0.016, 0.003, 0.044, 0.046, 0.007, 0.001, 0.001, 0.066, 0.000, 0.000, 0.000, 0.000, 0.000, 0.000, 0.000, -0.001], "e_above_lowest_kj_mol": 0.00, "total_charge": 1, "mol_weight_da": 542.466, "e_tot_ev": -109927.1967, "e_homo_ev": [-12.9156, -12.9726], "s2": 6.0102, "multiplicity": 5}

Q: What is the formula in the first record?
A: C24H26N6O2SV